1.
A cluster of 10 separate species, C64H150N10O12 in total, computed with ωB97M-V with the def2-TZVPD basis set.

Computed properties:
SMILES string: CC1(C)CCCC(C)(C)N1O.CC1(C)CCCC(C)(C)N1O.CC1(C)CCCC(C)(C)N1O.CC1(C)CCCC(C)(C)N1O.COC[C@H](C)N.COC[C@H](C)N.COC[C@H](C)N.COC[C@H](C)N.COCCNCCOC.COCCNCCOC
E_LUMO (eV): 0.548
Electronic energy (eV): -108261.68124
Highest occupied orbital energy (eV): -8.333
Kohn-Sham gap (eV): 8.88

Last column: Mulliken charge in e.
Atoms and positions in Å:
C (2.46079, 2.49325, -3.30847)  -2.565
C (2.00265, 3.76131, -4.01125)  2.646
C (1.07951, 4.59669, -3.09582)  -1.920
C (3.22834, 4.64665, -4.29753)  -1.486
C (4.02632, 4.36391, -5.55791)  -0.744
C (3.11375, 4.29679, -6.77178)  -1.344
C (1.95345, 3.32718, -6.54204)  1.710
C (0.94710, 3.54781, -7.68824)  -1.682
C (2.48458, 1.89318, -6.64384)  -1.396
N (1.27939, 3.59247, -5.27792)  -0.182
O (0.19424, 2.69751, -5.12551)  0.039
H (1.74618, 1.67358, -3.26400)  0.410
H (3.38230, 2.04983, -3.69899)  0.495
H (2.75677, 2.80426, -2.29987)  0.512
H (0.28690, 5.14521, -3.59479)  0.333
H (0.67204, 3.93399, -2.32398)  0.133
H (1.65172, 5.33479, -2.52500)  0.418
H (2.91119, 5.69563, -4.37918)  0.537
H (3.86238, 4.65861, -3.40664)  0.473
H (4.83650, 5.08211, -5.67054)  0.415
H (4.46383, 3.36865, -5.40973)  0.308
H (3.65768, 3.91998, -7.63824)  0.417
H (2.74071, 5.30412, -6.97453)  0.385
H (1.14485, 2.84971, -8.50505)  0.378
H (0.99227, 4.54586, -8.12689)  0.407
H (-0.07539, 3.36719, -7.36610)  0.171
H (3.02540, 1.63459, -7.55426)  0.513
H (1.71962, 1.15782, -6.38838)  -0.077
H (3.24151, 1.70207, -5.87099)  0.342
H (-0.59708, 3.24755, -5.12077)  0.171
C (-2.19349, 5.21550, 2.12466)  -2.532
C (-2.92581, 4.62142, 0.91956)  2.503
C (-2.14715, 5.08819, -0.32290)  -1.963
C (-2.81282, 3.09818, 1.08206)  -1.279
C (-3.72556, 2.34869, 0.14656)  0.963
C (-5.16949, 2.81483, 0.28479)  -1.415
C (-5.31049, 4.32420, 0.16174)  2.321
C (-5.21805, 4.73243, -1.32158)  -1.367
C (-6.69330, 4.77341, 0.64897)  -2.242
N (-4.32225, 5.00610, 1.00232)  0.147
O (-4.44264, 6.41314, 0.91349)  -0.521
H (-2.60010, 4.88176, 3.07784)  0.573
H (-1.13073, 4.95353, 2.13107)  0.382
H (-2.17513, 6.30425, 2.03277)  0.524
H (-2.42801, 6.14112, -0.48143)  0.486
H (-1.07876, 5.16907, -0.12980)  0.428
H (-2.37054, 4.59778, -1.26911)  0.255
H (-1.75051, 2.87130, 0.92311)  -0.035
H (-2.90062, 2.82595, 2.14098)  0.316
H (-3.34568, 2.41865, -0.87832)  -0.351
H (-3.67733, 1.27313, 0.35181)  -0.015
H (-5.57402, 2.43293, 1.22634)  0.426
H (-5.71786, 2.34479, -0.52857)  -0.033
H (-4.45322, 4.16239, -1.85257)  -0.460
H (-4.84421, 5.76461, -1.36323)  0.357
H (-6.15260, 4.79664, -1.87846)  0.588
H (-7.46017, 4.21910, 0.10413)  0.419
H (-6.84627, 5.81753, 0.36887)  0.548
H (-6.80645, 4.65137, 1.72612)  0.428
H (-5.05202, 6.64260, 1.62109)  0.371
C (-1.19087, 2.36539, 7.48128)  -1.569
C (-0.41146, 3.48435, 6.79115)  1.732
C (-1.30720, 4.22735, 5.78021)  -2.011
C (0.02685, 4.55952, 7.79361)  -1.303
C (1.30976, 4.21491, 8.56979)  -0.745
C (2.38805, 3.84906, 7.55582)  -1.301
C (2.02524, 2.65363, 6.69413)  2.062
C (3.09204, 2.53873, 5.60528)  -2.044
C (2.01703, 1.40336, 7.57377)  -1.747
N (0.75293, 3.01387, 6.02551)  -0.033
O (0.36876, 1.89646, 5.21109)  0.133
H (-1.48761, 1.58331, 6.78847)  0.086
H (-0.66949, 2.00404, 8.36876)  0.391
H (-2.10034, 2.79405, 7.91982)  0.459
H (-0.75250, 4.95721, 5.20220)  0.566
H (-1.85117, 3.48186, 5.19495)  0.198
H (-2.09708, 4.72777, 6.35197)  0.418
H (0.13409, 5.54036, 7.31926)  0.453
H (-0.75664, 4.72472, 8.54081)  0.423
H (1.68484, 5.00764, 9.21248)  0.425
H (0.97392, 3.36145, 9.16230)  0.294
H (3.30753, 3.68479, 8.13403)  0.448
H (2.64507, 4.74363, 6.97804)  0.404
H (3.02728, 1.56183, 5.10594)  0.313
H (4.09385, 2.59549, 6.02669)  0.491
H (2.92364, 3.28403, 4.82721)  0.379
H (1.52288, 1.56188, 8.52399)  0.326
H (3.05524, 1.07173, 7.68945)  0.476
H (1.58355, 0.51187, 7.10932)  0.195
H (1.06019, 1.89365, 4.54068)  0.078
C (2.61667, -2.76851, 1.27943)  -1.689
C (1.24592, -2.21410, 1.71040)  1.813
C (0.52337, -3.30605, 2.51562)  -1.923
C (1.45526, -1.03614, 2.65146)  0.204
C (1.77600, 0.26153, 1.87921)  -1.143
C (0.76312, 0.45784, 0.76391)  -0.730
C (0.62319, -0.70039, -0.20003)  2.933
C (-0.61052, -0.47206, -1.05259)  -2.264
C (1.83007, -0.84465, -1.14119)  -1.573
N (0.35284, -1.91117, 0.58555)  1.232
O (0.16568, -3.06068, -0.21971)  -0.633
H (2.65499, -3.12166, 0.24319)  0.211
H (3.45583, -2.07703, 1.37666)  0.287
H (2.89483, -3.68933, 1.80102)  0.412
H (0.36767, -4.22285, 1.94758)  0.474
H (1.17439, -3.61785, 3.34017)  0.414
H (-0.42280, -2.95088, 2.92141)  0.183
H (0.51507, -0.80750, 3.16962)  0.042
H (2.23372, -1.22352, 3.38743)  -0.961
H (1.87878, 1.13691, 2.52000)  0.615
H (2.76365, 0.09660, 1.42411)  0.151
H (0.97681, 1.39139, 0.23284)  0.685
H (-0.20060, 0.66571, 1.24987)  -0.513
H (-0.66029, 0.53018, -1.48876)  0.263
H (-1.53434, -0.63175, -0.48973)  0.121
H (-0.64844, -1.13077, -1.92781)  0.611
H (2.79307, -0.73094, -0.65475)  0.239
H (1.79571, -0.14683, -1.98622)  -0.243
H (1.62992, -1.77542, -1.68165)  0.581
H (-0.79015, -3.06791, -0.33345)  0.357
C (-0.27995, -1.32359, -5.40764)  -0.060
O (-0.19797, -2.59656, -5.98058)  -0.423
C (1.03337, -3.25974, -5.68711)  -0.453
C (1.29827, -4.31577, -6.74360)  0.287
C (2.70961, -4.87673, -6.63068)  -1.451
N (1.11660, -3.78454, -8.12372)  -0.832
H (0.06462, -0.51945, -6.06798)  0.174
H (0.25805, -1.17164, -4.46074)  0.020
H (-1.32937, -1.16074, -5.14798)  0.138
H (1.87712, -2.56194, -5.71377)  0.297
H (0.85756, -3.72333, -4.71021)  0.371
H (0.57341, -5.13096, -6.67997)  0.407
H (3.44522, -4.09344, -6.42284)  0.216
H (2.99948, -5.33808, -7.57385)  0.450
H (2.81973, -5.63335, -5.85092)  0.329
H (1.46433, -2.82274, -8.11906)  0.254
H (0.11573, -3.60021, -8.18644)  0.335
C (-6.97461, 2.55031, -5.40326)  -1.033
O (-5.90215, 1.84432, -4.83573)  -0.204
C (-4.72943, 1.84564, -5.60906)  -1.389
C (-3.44319, 1.94438, -4.80300)  1.056
C (-3.25922, 0.85450, -3.78840)  -0.733
N (-3.22891, 3.30220, -4.26798)  -0.323
H (-7.30724, 2.11487, -6.34988)  0.336
H (-6.68482, 3.60382, -5.50749)  0.383
H (-7.83712, 2.55773, -4.73550)  0.255
H (-4.69030, 0.95495, -6.26037)  0.424
H (-4.74935, 2.65244, -6.35878)  0.532
H (-2.63311, 1.89218, -5.54207)  0.011
H (-4.04940, 0.91116, -3.04022)  -0.380
H (-2.26079, 0.89760, -3.35232)  0.022
H (-3.29707, -0.13307, -4.25519)  0.591
H (-4.02138, 3.67784, -3.75312)  0.095
H (-3.15969, 3.93512, -5.05947)  0.338
C (-5.02392, -2.73000, -0.02460)  -0.587
O (-5.54132, -1.68360, -0.80409)  -0.100
C (-6.91168, -1.74730, -1.11235)  -1.078
C (-7.29186, -0.45680, -1.77969)  1.777
C (-8.76891, -0.39926, -2.17888)  -1.649
N (-6.55968, -0.37131, -3.07853)  -0.606
H (-5.52463, -2.79588, 0.94687)  0.354
H (-3.94741, -2.59045, 0.03794)  -0.108
H (-5.16887, -3.70031, -0.52803)  0.357
H (-7.15004, -2.57679, -1.79520)  0.343
H (-7.51906, -1.90147, -0.20732)  0.431
H (-6.98224, 0.44068, -1.24891)  -0.501
H (-8.96157, -0.96600, -3.08187)  0.389
H (-9.06874, 0.64957, -2.25617)  0.387
H (-9.41180, -0.73115, -1.35231)  0.415
H (-5.57880, -0.58772, -2.94764)  0.214
H (-6.57526, 0.57392, -3.46395)  0.242
C (8.55847, -3.38219, 5.69866)  -0.764
O (7.35409, -2.94334, 5.07810)  -0.264
C (6.93322, -1.67708, 5.52979)  -0.865
C (5.60244, -1.34861, 4.89044)  0.355
C (4.48182, -2.19492, 5.47923)  -1.070
N (5.56792, -1.60687, 3.43177)  -0.547
H (9.31893, -2.60195, 5.57689)  0.320
H (8.83489, -4.24151, 5.09379)  0.218
H (8.42560, -3.61425, 6.75554)  0.292
H (6.80998, -1.63606, 6.62045)  0.374
H (7.70880, -0.96045, 5.21613)  0.443
H (5.39964, -0.27672, 4.94350)  0.204
H (4.61018, -3.24029, 5.19755)  0.337
H (3.52613, -1.81400, 5.12803)  -0.023
H (4.51954, -2.18801, 6.57161)  0.421
H (6.41701, -1.27682, 2.97119)  0.239
H (5.71438, -2.60596, 3.28375)  0.293
C (7.08896, -9.36643, -5.07000)  -0.746
O (7.50961, -8.30132, -4.27725)  -0.335
C (8.45055, -7.47586, -4.93530)  -0.493
C (8.72278, -6.26952, -4.04206)  -0.792
N (7.54374, -5.76081, -3.37507)  -0.277
C (6.94215, -4.57573, -3.97072)  -0.433
C (5.76280, -4.15694, -3.11861)  -0.463
O (4.84404, -3.44819, -3.91211)  -0.336
C (3.89491, -2.76476, -3.11939)  -0.673
H (6.38778, -9.97846, -4.50537)  0.263
H (7.89299, -10.06112, -5.36798)  0.278
H (6.64413, -9.02851, -6.01590)  0.310
H (8.01841, -7.12379, -5.88523)  0.326
H (9.34592, -8.08001, -5.11207)  0.409
H (9.22750, -5.45833, -4.56912)  0.329
H (9.49565, -6.61519, -3.33709)  0.367
H (6.88650, -6.51542, -3.23624)  0.326
H (6.58545, -4.77347, -4.99129)  0.259
H (7.68388, -3.77618, -3.98295)  0.286
H (6.09531, -3.59479, -2.23853)  0.305
H (5.25782, -5.06655, -2.75810)  0.230
H (4.42051, -1.92198, -2.64812)  0.437
H (3.45196, -3.38319, -2.33137)  0.420
H (3.10790, -2.35399, -3.74660)  -0.046
C (-4.73654, -5.11488, 9.18996)  -0.660
O (-5.59767, -5.04128, 8.06990)  -0.356
C (-5.41001, -3.90417, 7.26562)  -0.388
C (-4.85888, -4.30774, 5.91173)  -0.588
N (-4.57732, -3.19866, 4.99254)  -0.375
C (-3.71972, -2.15579, 5.56057)  -0.796
C (-3.42173, -1.12443, 4.48786)  -0.116
O (-2.66602, -1.73305, 3.47680)  -0.228
C (-2.31963, -0.84645, 2.44512)  -0.064
H (-5.16492, -5.86631, 9.84950)  0.246
H (-4.61452, -4.15832, 9.70225)  0.293
H (-3.74478, -5.46467, 8.87459)  0.267
H (-4.86521, -3.07215, 7.71560)  0.370
H (-6.40149, -3.47418, 7.05814)  0.234
H (-5.60375, -4.91811, 5.39237)  0.260
H (-4.01216, -5.00637, 6.03295)  0.332
H (-4.02658, -3.59848, 4.24182)  0.271
H (-2.74189, -2.61055, 5.81011)  0.312
H (-4.06558, -1.66651, 6.46648)  0.462
H (-2.88433, -0.27879, 4.94421)  -0.048
H (-4.37534, -0.73759, 4.09993)  0.343
H (-1.86881, -1.44837, 1.65727)  -0.229
H (-1.63621, -0.05589, 2.76726)  -0.058
H (-3.19539, -0.40392, 1.94548)  0.484

***

2.
A structure of composition C33H50BrLuN7O6P, computed with ωB97M-V with the def2-TZVPD basis set.

Computed properties:
E_LUMO (eV): 0.434
Relative energy (zero: lowest compared OMol25 entry of this formula, charge and spin) (kcal/mol): 11.7
Electronic energy (eV): -170707.71435
Highest occupied orbital energy (eV): -7.715
Kohn-Sham gap (eV): 8.15

Last column: Mulliken charge in e.
Atoms and positions in Å:
Lu (0.45052, 2.07796, -0.02460)  1.487
Br (-1.40668, 1.07356, 2.94750)  0.008
C (0.35942, 1.62826, 3.36010)  0.076
C (0.82592, 1.58236, 4.66340)  -0.667
C (2.14802, 1.94496, 4.88290)  -0.344
C (2.94452, 2.26196, 3.79350)  -0.863
C (2.37462, 2.27196, 2.52620)  0.510
N (1.07882, 2.01126, 2.32030)  -0.054
C (3.23292, 2.47066, 1.25290)  0.246
O (4.43432, 2.61016, 1.40430)  -0.765
O (2.58402, 2.45206, 0.16760)  -0.583
H (0.17412, 1.27206, 5.46300)  0.518
H (2.54402, 1.95716, 5.88910)  0.431
H (3.99372, 2.50096, 3.88580)  0.539
N (0.94622, 2.05496, -2.56550)  -0.366
C (0.35852, 3.09246, -3.42480)  -0.545
C (1.30402, 4.29046, -3.56200)  -1.146
C (1.84242, 4.78216, -2.21700)  -0.046
C (0.75942, 5.36206, -1.29590)  -0.806
N (0.83532, 4.71726, 0.02150)  -0.506
H (1.87712, 1.82906, -2.91850)  0.191
H (0.37512, 1.20816, -2.63980)  0.211
H (-0.59298, 3.39306, -2.97370)  0.186
H (0.13672, 2.70606, -4.43240)  0.513
H (0.78262, 5.10056, -4.07650)  0.371
H (2.15082, 4.01216, -4.19400)  0.395
H (2.61532, 5.53426, -2.39220)  0.443
H (2.31702, 3.94496, -1.69660)  0.048
H (-0.24108, 5.16916, -1.69520)  0.357
H (0.88892, 6.45266, -1.22370)  0.418
H (0.15072, 5.14706, 0.64410)  0.252
H (1.75932, 4.89796, 0.41720)  0.245
N (0.49142, 0.01836, 0.31200)  0.344
P (0.74542, -1.45674, 0.00880)  -1.092
N (1.92442, -1.99414, -1.14170)  0.683
C (1.71352, -1.56824, -2.50500)  0.105
C (2.52302, -2.46614, -3.43980)  -1.057
C (4.00462, -2.38194, -3.07740)  -0.731
C (4.19342, -2.69014, -1.59420)  -1.070
C (3.30272, -1.77714, -0.75450)  -0.138
N (1.21032, -2.29944, 1.40460)  0.625
C (1.69722, -1.49944, 2.51790)  0.608
C (2.07122, -2.38284, 3.70320)  -1.162
C (0.96852, -3.41204, 3.93180)  -0.863
C (0.80172, -4.31474, 2.69520)  -0.620
C (1.50212, -3.70774, 1.47210)  -0.632
N (-0.59768, -2.28354, -0.60620)  0.221
C (-1.81648, -1.86994, 0.07430)  0.463
C (-3.03778, -2.34594, -0.69720)  -0.795
C (-3.08728, -3.88024, -0.68920)  -0.821
C (-1.67068, -4.47234, -0.65890)  -0.535
C (-0.69888, -3.51974, -1.35420)  -0.872
H (2.04272, -0.52114, -2.63730)  -0.424
H (0.64362, -1.62704, -2.72140)  0.554
H (2.36882, -2.15834, -4.47580)  0.373
H (2.17532, -3.49544, -3.32630)  0.272
H (4.37442, -1.37294, -3.28400)  0.277
H (4.58112, -3.08374, -3.68510)  0.441
H (5.23692, -2.55264, -1.30950)  0.387
H (3.91182, -3.72744, -1.39800)  0.293
H (3.59842, -0.72344, -0.90050)  0.184
H (3.41152, -2.00824, 0.30630)  0.234
H (0.88892, -0.82244, 2.81140)  -0.490
H (2.55602, -0.87654, 2.22210)  0.062
H (2.20112, -1.75734, 4.58940)  0.475
H (3.01922, -2.89004, 3.51450)  0.388
H (0.03652, -2.87614, 4.12090)  0.309
H (1.19062, -4.01034, 4.81770)  0.444
H (-0.26098, -4.41844, 2.47060)  0.004
H (1.20222, -5.31274, 2.88430)  0.531
H (1.13182, -4.17114, 0.55850)  0.322
H (2.58592, -3.89894, 1.52230)  0.392
H (-1.77198, -0.77704, 0.14550)  -0.491
H (-1.86058, -2.26664, 1.10080)  0.103
H (-2.97448, -1.97374, -1.72220)  0.273
H (-3.94778, -1.94234, -0.25050)  0.429
H (-3.62268, -4.22924, -1.57410)  0.309
H (-3.63738, -4.22754, 0.18690)  0.417
H (-1.65498, -5.45264, -1.14100)  0.481
H (-1.34178, -4.59614, 0.37480)  -0.157
H (-1.07408, -3.32004, -2.37260)  0.461
H (0.29582, -3.95754, -1.45360)  0.637
O (-1.38348, 3.17946, 0.74990)  -0.660
C (-2.03098, 2.54326, -0.11840)  0.647
O (-1.45198, 1.97666, -1.07900)  -0.735
C (-3.52288, 2.43966, -0.04330)  0.067
C (-4.30818, 3.56106, 0.16970)  -0.373
C (-5.69878, 3.48826, 0.16370)  -1.184
C (-6.25998, 2.24516, -0.00610)  0.612
O (-7.57998, 1.88786, -0.03910)  -0.498
C (-7.59788, 0.48256, -0.16930)  -0.282
O (-6.27958, 0.01326, -0.33540)  -0.470
C (-5.46858, 1.10776, -0.19270)  1.113
C (-4.10128, 1.18206, -0.25080)  -0.695
H (-3.82358, 4.51026, 0.32470)  0.484
H (-6.31158, 4.36626, 0.27450)  0.445
H (-8.20658, 0.20106, -1.04020)  0.241
H (-8.03668, 0.04006, 0.73960)  0.268
H (-3.48868, 0.31666, -0.43020)  0.119